Here is a 2-piece molecular cluster, C2H7N3O3 overall at a distorted geometry from the OMol25 dataset. Energies are from ωB97M-V/def2-TZVPD.

Output
- E_tot: -12797.064 eV
- LUMO level (spin up / spin down): -0.0033 / -0.0033 hartree
- Orbital gap (spin up / spin down): 0.3108 / 0.3108 Ha
- Net charge: 0

CARTESIAN COORDINATES (ANGSTROEM)
C -1.30 0.36 -0.11
N -2.30 0.06 0.78
O -0.87 -1.05 -0.76
O -1.37 1.33 -0.83
H -0.17 -0.84 -1.40
H -3.21 0.43 0.53
H -2.32 -0.89 1.13
N 1.33 1.00 -0.67
C 0.92 0.48 0.55
O 2.24 -1.31 0.14
N 1.26 -0.75 0.92
H 2.58 -2.06 0.65
H 0.75 1.76 -1.01
H 1.78 0.37 -1.32
H 0.68 1.13 1.39


Here is C2F6GaNO4S2SbSe4 as an isolated structure from the OMol25 dataset. Energies are from ωB97M-V/def2-TZVPD.

Output
- E_tot: -370033.026 eV
- LUMO level: 0.0718 hartree
- Orbital gap: 0.2559 Ha
- Net charge: -1

CARTESIAN COORDINATES (ANGSTROEM)
Ga 0.19 -0.02 -0.31
Se 3.65 0.67 -3.37
Sb 2.81 1.39 -1.27
Se 2.28 -0.75 0.21
Se 0.22 1.92 -1.51
Se 3.79 3.06 0.12
F -2.62 0.09 4.53
C -2.12 -0.64 3.53
F -0.90 -1.04 3.85
F -2.89 -1.71 3.34
S -2.09 0.37 2.00
O -1.14 1.40 2.20
O -3.46 0.65 1.68
N -1.41 -0.67 0.96
S -2.00 -1.76 -0.06
O -2.05 -3.08 0.45
O -1.18 -1.47 -1.24
C -3.74 -1.38 -0.58
F -4.57 -1.47 0.45
F -3.82 -0.19 -1.15
F -4.07 -2.31 -1.47


Here is C43H84BBrCl36NO5P2S as an isolated structure at a distorted geometry from the OMol25 dataset. Energies are from ωB97M-V/def2-TZVPD.

Output
- E_tot: -608617.173 eV
- LUMO level: 0.0504 hartree
- Orbital gap: 0.1947 Ha
- Net charge: -1

CARTESIAN COORDINATES (ANGSTROEM)
C 8.60 -0.25 2.08
O 7.46 0.63 2.24
C 7.38 1.52 1.10
C 7.37 2.95 1.67
C 6.30 3.89 1.04
C 6.16 3.79 -0.51
C 4.95 3.02 -1.09
C 3.57 3.42 -0.54
C 2.41 2.62 -1.27
C 1.19 3.53 -1.58
C 0.38 3.91 -0.30
C -1.16 3.59 -0.41
C -1.56 2.36 0.46
P -3.34 1.70 0.00
C -2.91 1.32 -1.84
C -1.54 0.84 -2.36
C -1.56 -0.63 -2.92
N -0.86 -1.62 -2.09
C -0.47 -2.75 -2.93
C -0.29 -4.13 -2.30
C 0.26 -5.08 -3.13
C 0.42 -6.36 -2.72
C 0.07 -6.77 -1.47
C -0.46 -5.84 -0.62
C -0.63 -4.54 -1.03
O -1.14 -3.67 -0.10
C -5.22 1.22 -0.47
C -6.26 1.61 0.51
O -6.72 0.98 1.41
Br -7.09 3.45 0.28
P -2.89 -0.45 0.64
S -4.33 -1.40 1.65
B -3.79 2.28 1.81
O -3.54 1.56 2.99
O -4.29 3.57 1.98
C -4.95 3.79 3.22
H 8.36 -1.14 1.51
H 9.46 0.27 1.64
H 8.90 -0.60 3.07
H 8.23 1.36 0.43
H 6.47 1.27 0.54
H 8.39 3.35 1.59
H 7.15 2.84 2.73
H 6.63 4.92 1.26
H 5.36 3.73 1.58
H 7.07 3.31 -0.90
H 6.13 4.80 -0.94
H 5.03 1.93 -0.95
H 4.93 3.20 -2.18
H 3.39 4.51 -0.62
H 3.47 3.17 0.52
H 2.07 1.83 -0.60
H 2.83 2.17 -2.18
H 1.62 4.44 -2.02
H 0.56 3.08 -2.36
H 0.54 4.98 -0.11
H 0.81 3.35 0.54
H -1.65 4.46 0.05
H -1.37 3.44 -1.47
H -0.79 1.57 0.49
H -1.54 2.73 1.50
H -3.64 3.08 -0.41
H -3.64 0.57 -2.16
H -3.21 2.21 -2.41
H -1.32 1.42 -3.27
H -0.63 0.92 -1.76
H -1.05 -0.64 -3.90
H -2.61 -0.92 -3.03
H -0.05 -1.26 -1.61
H -1.16 -2.83 -3.78
H 0.52 -2.52 -3.38
H 0.54 -4.76 -4.13
H 0.83 -7.08 -3.43
H 0.17 -7.78 -1.10
H -0.76 -6.13 0.38
H -2.10 -3.69 -0.06
H -5.37 0.17 -0.73
H -5.43 1.76 -1.40
H -1.62 -0.63 1.23
H -2.88 -1.19 -0.57
H -4.30 1.05 3.29
H -5.67 3.00 3.47
H -5.52 4.72 3.17
H -4.23 3.87 4.05
C -2.78 3.45 6.66
Cl -3.46 5.03 6.25
Cl -3.86 2.53 7.71
H -2.62 2.89 5.74
H -1.84 3.60 7.17
C 2.16 8.19 0.29
Cl 2.39 7.04 -1.02
Cl 1.11 7.55 1.56
H 3.14 8.40 0.70
H 1.72 9.10 -0.10
C 7.03 7.76 2.72
Cl 5.59 8.32 1.87
Cl 8.28 7.30 1.55
H 7.40 8.55 3.36
H 6.77 6.89 3.31
C -8.43 6.70 2.14
Cl -9.29 7.32 3.57
Cl -9.36 6.99 0.66
H -7.48 7.21 2.06
H -8.28 5.64 2.26
C 5.11 -2.23 3.10
Cl 6.48 -1.38 2.36
Cl 4.38 -1.24 4.38
H 4.37 -2.44 2.35
H 5.46 -3.15 3.55
C 0.47 -10.37 -5.08
Cl 1.87 -10.23 -6.15
Cl 0.15 -8.85 -4.22
H -0.41 -10.62 -5.67
H 0.66 -11.15 -4.35
C -4.99 0.11 -8.05
Cl -5.50 0.32 -6.37
Cl -3.31 0.60 -8.32
H -5.09 -0.93 -8.32
H -5.63 0.72 -8.68
C -0.18 -12.87 -1.90
Cl -1.48 -11.76 -2.32
Cl 0.84 -13.25 -3.30
H 0.44 -12.41 -1.14
H -0.61 -13.79 -1.52
C 9.53 4.80 -1.74
Cl 10.08 3.22 -2.30
Cl 9.61 4.93 0.02
H 10.16 5.57 -2.17
H 8.50 4.95 -2.04
C -6.22 -4.01 -1.10
Cl -7.27 -3.65 0.27
Cl -4.57 -3.44 -0.83
H -6.20 -5.08 -1.26
H -6.61 -3.51 -1.99
C -1.27 0.81 9.45
Cl -0.12 2.06 8.96
Cl -1.14 0.46 11.18
H -2.28 1.16 9.24
H -1.07 -0.09 8.89
C 4.23 -6.76 -1.81
Cl 2.93 -5.64 -2.21
Cl 5.22 -7.14 -3.23
H 4.87 -6.32 -1.05
H 3.79 -7.68 -1.44
C -1.49 -7.48 -7.60
Cl -1.94 -5.78 -7.45
Cl -2.50 -8.51 -6.57
H -1.63 -7.79 -8.63
H -0.46 -7.60 -7.30
C -7.39 3.73 -3.77
Cl -6.19 4.60 -2.81
Cl -6.70 2.48 -4.83
H -8.09 3.26 -3.08
H -7.91 4.44 -4.40
C 1.46 0.68 3.07
Cl 0.31 1.37 4.21
Cl 0.83 0.78 1.42
H 2.39 1.24 3.13
H 1.63 -0.35 3.32
C -1.98 9.75 0.70
Cl -0.57 10.60 0.05
Cl -2.80 10.70 1.93
H -2.67 9.55 -0.11
H -1.64 8.81 1.14
C 0.82 -2.81 7.58
Cl 0.12 -1.23 7.21
Cl -0.25 -3.78 8.60
H 1.00 -3.34 6.65
H 1.76 -2.65 8.10
C -4.02 -13.32 0.10
Cl -4.74 -13.94 1.59
Cl -2.93 -14.49 -0.64
H -4.82 -13.09 -0.60
H -3.46 -12.42 0.33


Here is a 2-piece molecular cluster, C5H14 overall at a distorted geometry from the OMol25 dataset. Energies are from ωB97M-V/def2-TZVPD.

Output
- E_tot: -5410.697 eV
- LUMO level: 0.0408 hartree
- Orbital gap: 0.4465 Ha
- Net charge: 0

CARTESIAN COORDINATES (ANGSTROEM)
C -1.92 0.27 -0.99
C -1.39 0.14 -2.53
H -1.29 1.06 -0.60
H -2.94 0.68 -1.09
H -1.86 -0.57 -0.38
H -1.97 -0.61 -3.09
H -1.24 1.18 -3.00
H -0.32 -0.42 -2.34
C 1.27 0.06 0.67
C 1.06 -1.43 1.05
C 1.11 0.97 1.83
H 2.32 0.13 0.35
H 0.64 0.33 -0.18
H 0.25 -1.52 1.83
H 1.87 1.72 2.00
H 0.10 1.37 1.90
H 1.85 -2.07 1.49
H 0.52 -1.80 0.14
H 1.28 0.45 2.77


Which formula does entry 3 have?
C43H84BBrCl36NO5P2S


What did the second record say?
Here is C2F6GaNO4S2SbSe4 as an isolated structure from the OMol25 dataset. Energies are from ωB97M-V/def2-TZVPD.

Output
- E_tot: -370033.026 eV
- LUMO level: 0.0718 hartree
- Orbital gap: 0.2559 Ha
- Net charge: -1

CARTESIAN COORDINATES (ANGSTROEM)
Ga 0.19 -0.02 -0.31
Se 3.65 0.67 -3.37
Sb 2.81 1.39 -1.27
Se 2.28 -0.75 0.21
Se 0.22 1.92 -1.51
Se 3.79 3.06 0.12
F -2.62 0.09 4.53
C -2.12 -0.64 3.53
F -0.90 -1.04 3.85
F -2.89 -1.71 3.34
S -2.09 0.37 2.00
O -1.14 1.40 2.20
O -3.46 0.65 1.68
N -1.41 -0.67 0.96
S -2.00 -1.76 -0.06
O -2.05 -3.08 0.45
O -1.18 -1.47 -1.24
C -3.74 -1.38 -0.58
F -4.57 -1.47 0.45
F -3.82 -0.19 -1.15
F -4.07 -2.31 -1.47